[1]
C4H10O | the ωB97M-V functional and the def2-TZVPD basis

```
15
Properties=species:S:1:pos:R:3:nbo_charge:R:1
C -1.9251 -0.5386 -0.1668 -0.622
C -0.8378 0.2792 -0.8168 -0.551
C 0.5123 -0.1607 -0.8013 0.300
C 1.3956 0.7701 1.0934 -1.036
O 0.8037 -1.4303 -0.4890 -0.659
H -1.5477 -0.9624 0.7684 0.216
H -2.3102 -1.3827 -0.7615 0.211
H -2.7774 0.1005 0.0820 0.214
H -1.1039 1.0204 -1.5713 0.230
H 0.0200 0.7439 0.1467 0.413
H 1.2202 0.3775 -1.4311 0.202
H 1.2764 1.8488 1.2887 0.203
H 1.0947 0.2062 1.9887 0.198
H 2.4531 0.5846 0.8662 0.189
H 1.7261 -1.4565 -0.1964 0.493
```

Results
largest force on an atom: 0.573 eV/A
Kohn-Sham gap: 7.6 eV
net charge: 0
lowest unoccupied orbital energy: 0.70 eV
energy relative to the best compared isomer or geometry (same formula, charge and spin): 493.58 kJ/mol

=====

[2]
C4H13N2O | the ωB97M-V functional and the def2-TZVPD basis

```
20
Properties=species:S:1:pos:R:3:nbo_charge:R:1
C 1.6883 -1.9954 -1.2882 -0.042
O 1.6054 -3.0261 -2.3034 -0.752
C 1.0446 -0.6177 -1.4469 -0.494
C 1.3937 0.2835 -0.2224 -0.076
C 0.5639 0.6052 0.9643 -0.314
N -0.6397 1.4564 0.6989 -0.833
N -3.8110 1.5463 2.3601 -1.106
H 1.2285 -2.4240 -0.2979 0.175
H 2.7410 -1.8856 -1.0245 0.162
H 1.7459 -2.8596 -3.2451 0.483
H -0.0011 -0.7374 -1.5784 0.206
H 2.3592 0.7032 -0.2668 0.165
H 1.3690 -0.1334 -2.3158 0.207
H 0.0859 -0.3492 1.3332 0.194
H 1.2322 0.8976 1.9289 0.214
H -2.8673 1.7382 2.0510 0.384
H -0.2840 2.4697 0.7593 0.347
H -0.8833 1.4950 -0.3320 0.359
H -4.4540 2.2389 2.0377 0.357
H -4.1173 0.5947 2.1881 0.363
```

Results
largest force on an atom: 3.542 eV/A
spin multiplicity: 2
Kohn-Sham gap (alpha / beta): 9.0 / 9.2 eV
net charge: 0
lowest unoccupied orbital energy (alpha / beta): 0.86 / -0.03 eV
energy relative to the best compared isomer or geometry (same formula, charge and spin): 128.32 kJ/mol

=====

[3]
C5H10CrO3 | the ωB97M-V functional and the def2-TZVPD basis

```
19
Properties=species:S:1:pos:R:3:nbo_charge:R:1
O 1.7204 1.4543 -0.9373 -0.797
C 2.2470 0.7169 0.0305 0.112
C 1.6881 -0.6390 0.0347 0.164
O 0.4546 -0.6548 -0.5105 -0.567
C -0.5256 -1.6770 -0.2992 -0.086
C -1.7303 -1.0209 0.3362 -0.100
O -1.9589 0.2143 -0.3439 -0.611
C -3.2625 0.7572 -0.1341 -0.257
Cr -0.2910 1.3227 -0.7324 1.339
H 3.3501 0.7062 -0.0115 0.239
H 1.8931 -1.3871 0.8024 0.196
H -0.1327 -2.4767 0.3385 0.228
H -0.7647 -2.0530 -1.3009 0.221
H -1.5707 -0.8234 1.4065 0.210
H -2.6022 -1.6801 0.2261 0.224
H -3.2637 1.7718 -0.5446 0.208
H -4.0040 0.1440 -0.6627 0.212
H -3.4932 0.7759 0.9401 0.208
H 1.0464 1.4698 1.0053 -0.143
```

Results
largest force on an atom: 3.168 eV/A
spin multiplicity: 6
Kohn-Sham gap (alpha / beta): 7.3 / 7.3 eV
net charge: +1
lowest unoccupied orbital energy (alpha / beta): -4.62 / -5.19 eV
energy relative to the best compared isomer or geometry (same formula, charge and spin): 243.47 kJ/mol

=====

[4]
C2H2FN3S | the ωB97M-V functional and the def2-TZVPD basis

```
9
Properties=species:S:1:pos:R:3:nbo_charge:R:1
C -0.4870 0.8268 -0.3467 0.210
C 0.3930 -0.3277 0.0255 0.055
N -1.7923 0.2066 -0.1485 -0.178
N -0.3276 -1.3665 0.2903 -0.330
N -1.6304 -0.9855 0.1090 0.045
F -0.0804 1.8764 0.4073 -0.312
S 2.0758 -0.1074 0.2058 0.145
H -0.4566 1.1213 -1.4075 0.209
H 2.3055 -1.2439 0.8648 0.156
```

Results
structure (SMILES): F[C@@H]1N=NN=C1S
largest force on an atom: 2.501 eV/A
Kohn-Sham gap: 9.3 eV
net charge: 0
lowest unoccupied orbital energy: -0.85 eV
energy relative to the best compared isomer or geometry (same formula, charge and spin): 143.00 kJ/mol

=====

[5]
C5H14N2PS | the ωB97M-V functional and the def2-TZVPD basis

```
23
Properties=species:S:1:pos:R:3:nbo_charge:R:1
C -0.3942 0.0722 1.1075 0.365
C -3.8669 -0.8757 -0.1538 -0.599
C 2.4071 0.4720 -1.8589 -0.919
C 3.0465 1.7785 1.1591 -0.623
C -2.3615 -0.9664 -0.0758 -0.204
N 0.4585 -0.2867 0.2037 -0.828
N -1.6283 -0.4608 1.1508 -0.513
P 2.0106 0.0440 -0.0889 1.266
S 3.0727 -1.7518 0.1849 -0.211
H -0.0303 0.7128 1.9746 0.212
H -4.1400 0.0113 -0.5453 0.223
H -4.1064 -1.6508 -0.7519 0.236
H -4.2772 -1.0582 0.8805 0.219
H 1.6631 -0.0593 -2.5291 0.270
H 3.3788 0.0947 -2.0745 0.270
H 2.4060 1.4994 -1.9305 0.246
H 2.9262 2.7278 0.6732 0.196
H 4.0973 1.3507 1.2957 0.225
H 2.4293 1.8985 2.0657 0.189
H -1.8953 -1.8941 -0.1343 0.208
H -1.8205 -0.4379 -0.7883 0.204
H -2.1579 -0.2597 1.9781 0.415
H 2.1928 -2.3317 -0.6101 0.152
```

Results
largest force on an atom: 5.255 eV/A
spin multiplicity: 3
Kohn-Sham gap (alpha / beta): 6.7 / 6.3 eV
net charge: +1
lowest unoccupied orbital energy (alpha / beta): -3.16 / -7.19 eV
energy relative to the best compared isomer or geometry (same formula, charge and spin): 235.00 kJ/mol

=====

[6]
C32H23GaN4O5 | the ωB97M-V functional and the def2-TZVPD basis

```
65
Properties=species:S:1:pos:R:3:nbo_charge:R:1
Ga 1.6444 -0.1720 -0.9038 1.834
C 2.4150 3.8967 0.4751 -0.247
C 2.3280 2.7537 -0.3591 0.105
N 2.0249 1.6081 0.1392 -0.552
C 1.8563 1.4532 1.4771 0.211
C 1.9332 2.5239 2.3547 -0.093
C 2.2800 3.7849 1.8207 -0.118
C 1.8211 2.3079 3.7423 -0.231
C 1.6086 1.0114 4.1294 -0.160
C 1.5168 -0.0788 3.2685 -0.281
C 1.6243 0.0636 1.9283 0.179
N 1.6913 -0.8794 0.9188 -0.792
C 1.5574 -2.2478 1.0244 0.181
C 1.6478 -3.0926 2.1088 -0.256
C 1.5578 -4.5151 2.0288 -0.174
C 1.3240 -5.1129 0.8521 -0.215
C 1.2129 -4.3101 -0.3170 -0.095
C 0.8951 -4.8598 -1.5774 -0.107
C 0.8241 -4.0507 -2.6815 -0.264
C 1.0637 -2.6722 -2.4968 0.106
N 1.2458 -2.1267 -1.3206 -0.560
C 1.3533 -2.9102 -0.2484 0.249
H 2.6300 4.8522 -0.0410 0.230
H 2.3545 2.8320 -1.4564 0.236
H 2.3110 4.6506 2.5201 0.227
H 1.9270 3.1254 4.4019 0.215
H 1.4314 0.7938 5.1650 0.213
H 1.3843 -1.0556 3.6847 0.214
H 1.8125 -2.6677 3.0986 0.207
H 1.5994 -5.0784 2.9370 0.218
H 1.2386 -6.1782 0.7705 0.214
H 0.7212 -5.9277 -1.7051 0.222
H 0.6315 -4.4804 -3.6751 0.236
H 1.0176 -1.9870 -3.3314 0.223
O -0.6538 -0.3073 -0.4786 -0.739
C -1.4281 0.7351 -1.1406 0.078
C -0.5601 1.1981 -2.3675 0.800
O -1.0602 1.8651 -3.2348 -0.612
O 0.6710 0.8181 -2.2544 -0.843
C -2.7273 0.1011 -1.6747 0.052
C -2.7048 -1.2475 -2.0137 -0.229
C -3.7808 -1.8263 -2.7019 -0.209
C -4.9148 -1.0609 -2.9542 -0.207
C -4.8972 0.2904 -2.6015 -0.200
C -3.8187 0.8751 -1.9407 -0.214
C -1.5759 1.8652 -0.1216 -0.068
C -1.1721 3.1762 -0.3239 -0.207
C -1.2654 4.1647 0.6234 -0.211
C -1.7334 3.8715 1.8792 -0.199
C -2.2129 2.5917 2.1395 -0.221
C -2.1283 1.5955 1.1417 -0.168
H -0.5300 -0.0657 0.4485 0.510
H -1.8510 -1.8310 -1.6902 0.223
H -3.7769 -2.8886 -2.9655 0.212
H -5.7759 -1.4616 -3.4524 0.212
H -5.7671 0.8632 -2.7979 0.208
H -3.7735 1.9171 -1.7154 0.222
H -0.8599 3.4381 -1.3147 0.233
H -0.9318 5.1781 0.3460 0.219
H -1.6666 4.6246 2.6441 0.214
H -2.6574 2.3209 3.0805 0.217
H -2.5440 0.6585 1.3730 0.209
O 3.2601 -0.1245 -2.0052 -0.618
N 4.2289 -0.9106 -1.7962 0.380
O 4.1231 -1.6787 -0.8627 -0.415
```

Results
largest force on an atom: 2.287 eV/A
Kohn-Sham gap: 7.2 eV
net charge: 0
lowest unoccupied orbital energy: -0.41 eV
energy relative to the best compared isomer or geometry (same formula, charge and spin): 65.00 kJ/mol